{"formula": "C60H56N4O10S", "method": "wB97M-V/def2-TZVPD", "smiles": "C[C@@H](O)CNCCO[C@@H]1NC(=O)C[C@@H]1CCCCCCCSc1nnco1.O=C1c2ccccc2C(=O)c2ccccc21.O=C1c2ccccc2C(=O)c2ccccc21.O=C1c2ccccc2C(=O)c2ccccc21", "e_lumo_ha": -0.03743, "charge": 0, "symbols": ["S", "O", "O", "O", "O", "O", "O", "O", "O", "O", "O", "N", "N", "N", "N", "C", "C", "C", "C", "C", "C", "C", "C", "C", "C", "C", "C", "C", "C", "C", "C", "C", "C", "C", "C", "C", "C", "C", "C", "C", "C", "C", "C", "C", "C", "C", "C", "C", "C", "C", "C", "C", "C", "C", "C", "C", "C", "C", "C", "C", "C", "C", "C", "C", "C", "C", "C", "C", "C", "C", "C", "C", "C", "C", "C", "H", "H", "H", "H", "H", "H", "H", "H", "H", "H", "H", "H", "H", "H", "H", "H", "H", "H", "H", "H", "H", "H", "H", "H", "H", "H", "H", "H", "H", "H", "H", "H", "H", "H", "H", "H", "H", "H", "H", "H", "H", "H", "H", "H", "H", "H", "H", "H", "H", "H", "H", "H", "H", "H", "H", "H"], "coordinates": [[7.0427, -3.6342, 2.4102], [4.3406, -3.5626, 1.9341], [1.3077, -2.5410, -3.7209], [0.2074, -7.8513, 2.4647], [0.5456, 3.9075, -5.7161], [-3.7860, 2.7603, 6.2624], [-6.3192, 7.1310, 8.0223], [-3.3154, 4.8873, -9.2902], [1.5637, -9.7709, -2.3412], [-0.2662, 1.6366, -2.2068], [-0.8641, 2.7419, 2.1338], [4.1100, -5.1669, 0.4974], [5.4546, -5.0877, 0.8554], [-2.4943, 0.7552, 0.6106], [0.2266, -0.7217, -2.7690], [7.0269, -0.8827, 1.9190], [1.2272, -9.3378, -1.2596], [0.9858, -5.6494, -1.9468], [-5.4517, 5.2905, 9.9403], [-4.7485, 4.8380, 5.7215], [0.9309, -12.4892, 0.7686], [1.1980, -7.0059, -2.1189], [-4.2033, 2.9814, 9.0203], [-2.7465, 3.9739, -7.1949], [-0.6971, 5.5483, -10.0136], [-4.3547, 2.9630, -5.7261], [3.5039, -4.2887, 1.1288], [-5.5333, 6.8067, 3.9287], [0.4339, -6.0189, 0.3671], [0.6705, -9.7526, 1.1536], [2.6637, 0.1512, -1.4349], [1.2980, 5.1112, -8.1256], [-1.6388, 0.4416, 1.7811], [-1.7353, 3.7037, -6.2699], [-1.8333, 0.5490, -0.6889], [-4.8418, 5.6871, 3.4773], [-3.3446, 2.6788, -4.8127], [7.4520, -2.2284, 1.2982], [-2.0397, 3.0527, -5.0821], [0.4938, -10.6229, 2.2215], [-5.2457, 5.1105, 8.5789], [-5.7179, 6.1548, 7.6261], [-0.5383, 1.3300, -0.8324], [-4.0567, 3.6090, -6.9141], [-4.6069, 3.9571, 8.1181], [-2.4370, 4.6381, -8.4915], [0.6523, -7.3803, 0.2012], [-1.5407, 1.6385, 2.7136], [-4.3358, 3.7643, 6.6665], [1.3114, -1.3567, -3.4665], [-0.3270, 4.1070, -6.5369], [0.5965, -5.1585, -0.7044], [2.0480, 0.7695, -2.7036], [0.6142, 5.8898, -10.2962], [-5.4266, 5.9710, 6.1769], [0.4885, -8.2900, 1.3682], [-4.4166, 3.1634, 10.3757], [1.1232, -11.6252, -0.2955], [0.9995, -10.2550, -0.1072], [5.5221, -4.1356, 1.6900], [4.5498, 1.2453, -0.1266], [0.5333, 0.7103, -2.8750], [5.1036, -0.0486, 0.4717], [-0.9860, 1.2872, 4.1127], [6.5698, 0.1299, 0.8723], [1.6106, 5.6788, -9.3487], [2.3636, -0.2819, -3.8146], [0.6244, -11.9873, 2.0293], [-1.0175, 4.9842, -8.7857], [-5.0334, 4.3220, 10.8366], [3.0399, 1.1768, -0.3297], [-0.0137, 4.7525, -7.8426], [-5.8248, 6.9486, 5.2747], [-4.4543, 4.7037, 4.3705], [1.0244, -7.8767, -1.0497], [3.5746, -0.3592, -1.7241], [-5.9362, 6.1897, 10.2949], [2.6565, 2.1460, -0.6335], [-6.3578, 7.8201, 5.6290], [-4.0982, 2.4040, 11.0777], [5.0872, -0.8099, -0.3073], [-4.8389, 3.8275, -7.6279], [0.4211, -4.0972, -0.5759], [8.5061, -2.2693, 1.0554], [-2.1417, -0.3346, 2.3576], [1.1182, -4.9682, -2.7778], [6.6919, 1.1230, 1.3024], [-5.3757, 2.6762, -5.5108], [0.4829, -12.6643, 2.8615], [-1.2556, 2.8353, -4.3681], [7.2298, 0.0952, 0.0061], [-0.6589, 0.0360, 1.5136], [-5.8411, 7.5714, 3.2278], [0.2510, -10.2298, 3.1989], [6.2650, -1.0534, 2.6694], [-3.5773, 2.1668, -3.8882], [-0.5726, 2.2719, -0.3019], [4.7637, 2.0587, 0.5632], [3.3841, -0.6310, -3.8561], [4.5211, -0.3656, 1.3333], [1.4973, -7.3927, -3.0830], [7.9000, -0.4744, 2.4239], [-0.1145, 1.9081, 4.2835], [0.2880, 0.7209, -0.4616], [0.8628, 6.3233, -11.2560], [-1.7028, -0.5173, -0.8903], [0.1337, -5.6383, 1.3346], [-0.7452, 0.2281, 4.1541], [-3.2312, 0.0635, 0.6374], [-2.5589, 1.9898, 2.8449], [2.6336, 5.9543, -9.5688], [2.6133, 0.8758, 0.6245], [2.0090, -0.5895, -0.9846], [2.0709, 4.9416, -7.3889], [5.0756, 1.4169, -1.0642], [0.1917, -1.0940, -1.8291], [-3.9189, 3.8317, 4.0208], [2.4566, -4.0791, 1.0678], [-3.7198, 2.0842, 8.6593], [2.0384, 0.0470, -4.8036], [1.3669, -12.0117, -1.2755], [-0.0136, 2.4457, 1.7946], [-5.1890, 4.4671, 11.8975], [-1.4747, 5.7157, -10.7459], [-4.6064, 5.5824, 2.4264], [2.5410, 1.6978, -2.9748], [6.8980, -2.3949, 0.3774], [1.0215, -13.5570, 0.6184], [-1.7218, 1.5390, 4.8685], [-2.5021, 0.9197, -1.4627], [0.3359, 0.9265, -3.9243]], "forces_ev_per_a": [[0.040, 0.093, 0.018], [-1.002, 0.697, 0.370], [0.370, 0.868, 0.319], [-0.001, -0.006, -0.006], [0.003, -0.038, -0.027], [0.032, -0.048, 0.013], [0.016, -0.017, -0.004], [0.021, -0.009, 0.012], [-0.022, -0.006, 0.014], [-0.261, -0.581, 0.599], [0.082, 0.134, -0.232], [1.021, -2.248, -1.655], [-0.345, -0.950, -0.884], [0.730, -0.513, -0.034], [0.350, -0.158, -0.530], [0.915, -0.136, -0.544], [0.077, -0.062, -0.219], [0.008, 0.094, -0.042], [-0.012, -0.012, 0.165], [-0.041, 0.089, 0.084], [-0.009, 0.038, 0.053], [-0.012, 0.111, -0.020], [0.040, -0.084, 0.130], [0.133, 0.008, 0.031], [0.071, 0.072, -0.130], [0.060, -0.006, 0.034], [-0.482, 1.634, 1.227], [0.033, -0.060, 0.002], [-0.015, 0.199, -0.025], [0.028, 0.010, -0.135], [-0.104, 1.149, 0.785], [0.136, 0.046, -0.073], [-0.745, 0.210, 0.068], [-0.048, 0.042, -0.129], [-0.596, 0.352, 0.165], [-0.043, 0.054, 0.013], [-0.069, 0.024, -0.053], [-1.076, 0.157, 0.335], [0.013, -0.116, 0.187], [-0.021, -0.130, 0.094], [0.065, -0.078, -0.105], [-0.119, 0.204, 0.075], [0.393, -0.494, -0.508], [-0.135, -0.069, 0.069], [-0.059, 0.115, -0.019], [-0.188, 0.048, -0.162], [0.028, -0.127, -0.089], [-0.013, 0.028, 0.461], [0.098, -0.168, -0.115], [-0.302, -0.863, 0.050], [0.167, -0.040, 0.168], [0.019, -0.093, -0.045], [1.202, -1.334, -0.948], [0.035, -0.010, 0.055], [0.059, -0.123, 0.029], [-0.034, 0.109, 0.206], [-0.025, 0.052, 0.016], [0.010, -0.167, 0.015], [-0.041, 0.103, 0.095], [1.378, 0.422, 0.463], [-0.302, -0.377, 0.426], [0.044, 0.691, -0.206], [0.783, 0.428, -0.629], [-0.218, 0.164, -0.790], [-0.227, 0.034, 0.632], [-0.045, 0.004, -0.036], [-1.318, -0.222, 0.169], [0.010, -0.016, -0.056], [0.054, -0.059, 0.123], [0.022, -0.051, -0.038], [0.298, -0.425, -0.760], [-0.133, 0.001, -0.039], [-0.022, 0.099, -0.138], [0.016, 0.000, -0.143], [-0.028, 0.007, 0.122], [0.095, -0.233, -0.062], [-0.026, 0.033, -0.112], [-0.154, 0.248, 0.245], [0.013, -0.034, 0.113], [0.001, 0.000, 0.001], [-0.382, -0.392, 0.172], [0.079, 0.040, -0.078], [-0.025, 0.016, -0.038], [0.194, -0.080, 0.109], [0.080, -0.194, 0.108], [-0.003, 0.023, 0.017], [0.002, 0.172, 0.038], [-0.002, -0.001, -0.002], [0.000, -0.002, 0.001], [0.042, 0.079, -0.027], [0.013, -0.010, -0.164], [0.165, 0.104, -0.075], [0.001, 0.002, -0.002], [-0.011, 0.109, -0.044], [-0.221, 0.058, 0.087], [0.011, 0.004, 0.006], [-0.185, 0.146, 0.148], [0.178, 0.221, -0.022], [0.098, -0.287, 0.013], [-0.159, -0.101, 0.073], [-0.004, -0.104, 0.039], [0.028, 0.033, 0.281], [0.288, -0.123, 0.155], [0.168, 0.245, 0.319], [0.000, 0.008, 0.002], [0.297, -0.107, -0.100], [0.001, -0.129, 0.059], [0.200, -0.072, 0.295], [-0.298, 0.249, -0.059], [-0.200, 0.120, -0.120], [0.001, 0.000, -0.001], [-0.289, 0.177, 0.135], [-0.039, -0.292, -0.188], [-0.075, -0.056, 0.070], [-0.014, 0.318, -0.169], [-0.356, -0.035, 0.037], [0.001, -0.036, 0.098], [-0.186, 0.290, 0.276], [0.004, 0.043, -0.108], [0.311, 0.329, -0.142], [0.022, 0.112, -0.042], [0.104, -0.023, 0.130], [-0.007, -0.005, 0.001], [-0.085, -0.030, 0.080], [0.006, -0.008, 0.001], [-0.303, 0.417, 0.204], [0.034, -0.158, -0.129], [0.009, -0.002, 0.003], [-0.049, -0.126, 0.208], [-0.133, 0.047, -0.086], [0.014, 0.300, -0.079]], "mulliken_charge": [-0.19, -0.27, -0.60, -0.68, -0.69, -0.67, -0.66, -0.66, -0.66, -0.33, -0.54, -0.02, -0.59, -0.38, -0.16, -0.64, 0.55, -0.42, -0.55, 0.05, -0.48, -0.86, -0.48, 0.41, -0.54, -0.63, 0.04, -0.42, -0.88, 0.20, -0.72, -0.47, -0.78, 0.20, -0.48, -0.57, -0.43, -0.75, -0.75, -0.59, 0.15, 0.55, -0.27, -0.63, 0.06, 0.56, 0.40, 0.58, 0.49, 0.33, 0.46, -0.59, 0.52, -0.47, 0.51, 0.60, -0.49, -0.54, 0.21, 0.43, -1.35, -0.92, 0.16, -1.12, -1.06, -0.49, -1.09, -0.46, 0.18, -0.46, -0.74, 0.10, -0.72, -0.69, 0.25, 0.47, 0.47, 0.57, 0.48, 0.40, 0.13, 0.48, 0.75, 0.48, 0.59, 0.53, 0.45, 0.41, 0.40, 0.76, 0.35, 0.19, 0.40, 0.47, 0.42, 0.42, 0.63, 0.53, 0.46, 0.31, 0.47, 0.35, 0.33, 0.04, 0.40, 0.32, 0.47, 0.41, 0.26, 0.05, 0.40, 0.26, 0.02, 0.47, 0.21, 0.16, 0.80, 0.42, 0.48, 0.36, 0.47, 0.27, 0.40, 0.47, 0.45, 0.77, 0.30, 0.40, 0.12, 0.07, 0.67]}